Record 1
{"formula": "C29H57Li5O14P", "method": "ωB97M-V with the def2-TZVPD basis set", "homo_lumo_gap_ev": 8.378, "energy_ha": -2571.8719, "lumo_ha": -0.1024, "total_charge": 1, "de_lowest_ev": 2.062, "elements": ["Li", "Li", "Li", "Li", "Li", "P", "O", "O", "O", "O", "O", "C", "O", "O", "H", "C", "C", "C", "O", "C", "H", "H", "H", "H", "H", "H", "H", "H", "C", "C", "C", "O", "C", "H", "H", "H", "H", "H", "H", "H", "H", "C", "C", "C", "O", "C", "H", "H", "H", "H", "H", "H", "H", "H", "C", "C", "C", "O", "C", "H", "H", "H", "H", "H", "H", "H", "H", "C", "C", "C", "O", "C", "H", "H", "H", "H", "H", "H", "H", "H", "C", "C", "C", "O", "C", "H", "H", "H", "H", "H", "H", "H", "H", "C", "C", "C", "O", "C", "H", "H", "H", "H", "H", "H", "H", "H"], "xyz": [[10.673330, 8.439290, -14.656980], [12.777590, 6.861220, -18.840130], [9.525370, 7.844470, -17.604490], [12.143170, 9.769420, -17.032700], [13.981560, 7.280430, -16.099310], [11.663770, 7.322770, -16.660600], [11.450350, 8.099260, -17.982200], [12.623440, 6.138800, -17.029360], [10.280970, 7.067180, -16.039920], [12.410560, 8.346460, -15.766240], [8.635030, 11.715690, -16.365200], [9.218350, 10.545910, -16.390450], [8.743780, 9.691260, -17.157810], [10.266150, 10.280360, -15.727670], [7.952570, 11.517590, -17.010650], [13.718390, 3.307350, -13.953160], [12.429840, 3.691400, -14.590030], [12.022520, 4.956850, -13.831020], [12.407820, 4.567150, -12.523180], [13.597920, 3.763070, -12.472490], [14.598850, 3.767610, -14.401530], [13.978080, 2.263420, -14.128890], [11.666890, 2.932330, -14.417350], [12.402930, 3.898830, -15.659770], [10.965660, 5.198410, -13.944130], [12.593200, 5.850100, -14.085060], [13.477840, 2.920270, -11.791790], [14.442670, 4.419420, -12.263420], [7.033030, 7.266860, -12.598300], [6.945850, 8.741340, -12.312500], [8.169760, 9.356260, -13.015850], [8.969610, 8.280020, -13.470450], [8.096340, 7.198900, -13.729530], [6.131210, 6.692090, -12.809160], [7.411020, 6.739940, -11.722180], [7.001730, 8.909750, -11.237040], [6.080110, 9.310810, -12.650580], [8.751230, 10.059590, -12.419760], [7.839430, 9.930780, -13.881240], [8.669050, 6.275110, -13.811490], [7.690920, 7.341000, -14.731300], [15.109200, 11.972150, -14.941110], [14.252070, 12.998530, -15.560650], [13.114500, 12.141650, -16.092840], [13.774110, 10.907350, -16.470720], [15.105520, 10.810770, -15.920470], [14.687030, 11.616740, -14.001130], [16.133080, 12.293500, -14.750090], [14.756420, 13.510300, -16.380300], [13.908430, 13.781260, -14.884390], [12.624340, 12.618880, -16.941420], [12.350960, 11.943110, -15.340710], [15.857640, 10.912910, -16.702760], [15.206700, 9.881710, -15.359490], [12.558470, 3.572450, -20.742150], [11.828090, 3.746810, -19.476090], [10.946300, 5.040190, -19.675600], [11.899260, 5.866350, -20.314910], [12.792740, 5.015670, -21.146550], [11.916410, 3.021350, -21.429280], [13.435870, 2.937620, -20.618590], [12.559870, 3.985260, -18.704250], [11.221740, 2.885840, -19.194700], [10.560200, 5.426220, -18.732200], [10.108070, 4.870900, -20.351480], [13.826950, 5.346620, -21.051740], [12.561680, 5.130160, -22.205610], [7.989580, 7.825890, -21.368090], [6.941140, 6.932520, -20.778750], [7.181830, 6.916910, -19.289900], [8.558690, 7.272060, -19.208140], [8.853950, 8.250990, -20.203840], [7.442790, 8.645190, -21.834840], [8.601300, 7.372240, -22.147900], [6.919430, 5.919670, -21.180950], [5.922330, 7.278660, -20.952850], [6.959800, 5.984920, -18.770100], [6.560710, 7.664340, -18.796280], [9.901850, 8.218210, -20.502050], [8.572530, 9.267040, -19.927180], [8.628080, 2.255030, -15.866580], [8.501440, 3.697360, -15.377660], [7.234490, 4.215350, -16.091590], [6.374960, 3.068320, -16.039790], [7.210160, 1.872050, -16.240440], [8.990510, 1.716850, -14.990740], [9.326390, 2.127760, -16.693780], [9.385210, 4.321640, -15.509270], [8.286300, 3.736430, -14.309810], [7.265860, 4.403010, -17.164860], [6.805530, 5.100570, -15.622040], [7.072120, 1.603360, -17.287750], [6.891290, 1.053160, -15.595590], [16.107060, 8.397600, -12.901260], [17.141900, 7.420640, -13.365130], [16.667090, 7.067430, -14.725730], [15.241800, 7.203880, -14.630100], [14.852870, 7.782200, -13.434870], [16.177900, 9.384140, -13.359330], [16.079700, 8.534020, -11.820170], [17.202700, 6.602600, -12.647340], [18.137280, 7.864580, -13.349400], [16.999800, 6.061170, -14.980400], [17.096580, 7.777020, -15.432930], [14.431910, 7.025960, -12.772310], [14.141920, 8.590540, -13.605830]], "forces_ev_per_a": [[-0.6, 0.5, -0.3], [-0.9, -0.1, -0.1], [-0.7, 0.8, 0.0], [-0.4, 0.1, 0.5], [0.0, -0.3, 0.6], [-0.5, -0.4, -0.1], [0.2, 0.2, -1.2], [0.0, 1.1, 0.5], [1.1, -0.7, -0.2], [0.9, -0.7, 0.8], [-0.2, 1.2, 0.5], [2.4, -3.0, 0.0], [-1.2, -0.8, -1.1], [0.4, 1.1, 0.7], [-0.8, 0.7, -0.3], [1.7, -0.8, -0.2], [-1.2, 1.0, -1.1], [1.1, -1.4, 0.2], [-0.8, 0.5, 2.1], [-0.8, 0.4, -2.2], [-0.2, 0.7, -0.2], [-0.4, -0.3, 0.5], [-0.1, 0.0, 0.2], [0.5, -0.2, -0.1], [0.0, -0.1, 0.6], [0.2, 0.1, -0.5], [0.0, 0.4, 0.2], [0.1, -0.3, 0.6], [0.7, -1.2, -0.6], [0.1, 1.2, 0.7], [-0.4, 0.6, -0.3], [1.1, -0.1, 0.3], [-0.6, -0.5, -0.1], [-0.2, 0.5, -0.4], [0.4, 0.1, 0.0], [0.0, 0.0, 0.0], [-0.3, -0.5, -0.1], [0.2, -0.4, 0.2], [-0.1, 0.0, -0.2], [0.1, 0.0, 0.4], [-0.5, 0.1, -0.1], [1.7, -0.7, 0.8], [-0.9, 0.9, -0.5], [0.4, 0.5, 0.2], [-0.6, -0.5, -0.9], [-1.0, 0.8, 0.5], [-0.1, 0.1, 0.1], [0.0, 0.1, 0.1], [0.1, -0.1, -0.1], [0.0, -0.1, 0.1], [0.1, -0.3, -0.3], [0.0, -0.2, 0.1], [-0.1, -0.1, -0.1], [0.0, -0.3, -0.4], [-0.2, -0.6, -0.6], [-1.7, 0.5, 1.6], [0.8, -2.4, -0.1], [1.5, 0.7, -0.6], [-0.2, 0.3, -0.7], [0.0, 0.3, -0.4], [0.3, 0.4, 0.0], [-0.3, -0.1, 0.5], [0.2, 0.0, 0.2], [0.4, 0.4, -0.2], [-0.1, -0.1, 0.0], [0.0, 0.1, 0.5], [-0.3, 0.4, 0.1], [-0.2, 0.6, -1.2], [-1.7, -1.5, -0.1], [-0.1, 0.5, -0.1], [1.0, 0.0, 1.3], [-0.5, 0.1, -0.8], [0.5, 0.3, 0.0], [-0.2, -0.3, 0.0], [0.4, -0.1, 0.0], [0.0, 0.2, -0.2], [0.5, -0.1, -0.2], [0.1, 0.4, 0.1], [0.1, -0.1, 0.6], [0.1, 0.0, 0.7], [0.5, 0.4, 0.6], [-0.3, 1.1, -0.7], [0.1, -1.2, -0.1], [0.0, -0.7, 0.9], [-0.8, 0.9, 0.1], [0.1, -0.6, -0.4], [0.0, 0.1, 0.1], [0.1, 0.0, -0.3], [-0.1, -0.2, 0.1], [1.0, 0.5, -0.2], [-0.3, -0.3, 0.2], [0.3, -0.3, 0.0], [-0.6, 0.2, -0.1], [-0.3, 0.6, 0.9], [1.5, 0.6, 1.3], [0.7, -0.3, 0.2], [-0.1, -1.0, -2.8], [-0.7, 0.9, 1.6], [0.5, 0.1, 0.0], [0.0, 0.0, 0.0], [-0.2, -0.3, -0.3], [0.1, 0.0, -0.3], [-0.6, -0.1, -0.3], [-0.3, 0.0, -0.3], [-0.1, 0.0, 0.1], [-0.5, -0.4, -0.2]], "mulliken_charge": [0.937, 0.944, 1.110, 0.926, 0.798, 1.392, -1.125, -1.035, -0.989, -1.530, -0.516, 0.592, -0.723, -0.681, 0.308, -0.696, 0.252, 1.366, -0.514, -0.322, 0.114, 0.458, 0.213, -0.229, -0.390, -0.731, 0.314, 0.130, -0.626, -0.611, -0.515, -0.121, 0.188, 0.369, 0.361, 0.235, 0.308, 0.427, 0.157, -0.248, -0.005, -0.700, -0.766, -0.321, -0.384, 0.403, 0.276, 0.449, 0.296, 0.360, 0.368, 0.250, 0.342, -0.592, -0.719, -0.029, 0.000, -0.473, -0.457, 0.308, 0.351, -0.073, 0.417, -0.045, 0.261, 0.279, 0.261, -0.601, -0.633, -0.398, 0.381, -0.407, 0.296, 0.200, 0.233, 0.397, 0.163, 0.295, 0.278, 0.291, -0.497, 0.554, -0.274, -0.551, -0.542, 0.379, 0.092, -0.498, 0.277, 0.002, 0.364, 0.307, 0.312, -0.326, -0.719, -0.628, 0.152, -0.353, -0.030, 0.410, 0.315, 0.409, 0.382, 0.315, 0.327, -0.029]}

Record 2
{"formula": "C29H58CrNO25", "method": "ωB97M-V with the def2-TZVPD basis set", "homo_lumo_gap_ev": [4.403, 2.795], "energy_ha": -4119.3011, "lumo_ha": [-0.1174, -0.3413], "spin_multiplicity": 9, "total_charge": 1, "elements": ["Cr", "C", "C", "C", "O", "H", "H", "H", "H", "H", "H", "H", "C", "O", "C", "O", "O", "C", "H", "H", "H", "H", "H", "H", "C", "O", "C", "O", "O", "C", "H", "H", "H", "H", "H", "H", "C", "O", "C", "O", "O", "C", "H", "H", "H", "H", "H", "H", "C", "O", "C", "O", "O", "C", "H", "H", "H", "H", "H", "H", "C", "O", "C", "O", "O", "C", "H", "H", "H", "H", "H", "H", "C", "O", "C", "O", "O", "C", "H", "H", "H", "H", "H", "H", "C", "O", "C", "O", "O", "C", "H", "H", "H", "H", "H", "H", "C", "O", "C", "O", "O", "C", "H", "H", "H", "H", "H", "H", "C", "C", "N", "H", "H", "H"], "xyz": [[-1.921774, 2.490595, 3.151196], [0.346915, -1.957847, 0.026180], [0.609672, -0.447566, -0.157999], [0.116885, 0.167151, -1.486683], [0.014635, 0.191056, 0.936591], [-0.678030, -2.249385, 0.255516], [0.969876, -2.374450, 0.817682], [0.649159, -2.409267, -0.918789], [1.695646, -0.355068, -0.172082], [-0.944463, 0.005631, -1.675213], [0.676752, -0.197597, -2.347847], [0.347232, 1.232007, -1.520093], [5.293090, -4.023580, -3.832600], [6.087406, -5.138431, -3.633279], [7.317745, -5.196212, -4.068180], [7.919495, -4.213348, -4.569929], [7.758929, -6.412725, -3.867743], [9.042403, -6.828891, -4.304586], [5.047539, -3.702339, -4.844827], [5.787558, -3.238389, -3.260700], [4.338576, -4.188125, -3.332683], [9.071686, -7.298882, -5.287620], [9.375151, -7.626627, -3.640502], [9.775691, -6.022474, -4.313730], [0.234775, 4.104865, 8.026817], [1.324540, 3.320415, 7.705111], [1.482357, 2.928304, 6.487130], [0.753645, 3.079711, 5.527762], [2.683330, 2.381382, 6.411393], [3.058001, 1.614028, 5.291346], [-0.628494, 3.449915, 8.144761], [0.035502, 4.853296, 7.259845], [0.337945, 4.803681, 8.856944], [4.112153, 1.347846, 5.368750], [2.807098, 2.280548, 4.466182], [2.400627, 0.755971, 5.151018], [1.701492, 5.724066, 0.865920], [0.683675, 6.658380, 0.524753], [-0.568040, 6.268010, 0.382747], [-0.955140, 5.140356, 0.737526], [-1.230078, 7.243572, -0.125001], [-2.638651, 7.206121, -0.169440], [2.631872, 6.291695, 0.848754], [1.856647, 4.900172, 0.169338], [1.420164, 5.400840, 1.868161], [-3.022304, 7.863573, -0.949614], [-3.133868, 7.453668, 0.769484], [-2.924147, 6.183513, -0.416150], [-4.433072, 0.321970, 7.680587], [-3.358354, -0.624183, 7.616171], [-2.751338, -0.908836, 6.464223], [-3.000240, -0.240459, 5.441534], [-1.865793, -1.918594, 6.638209], [-1.080662, -2.310761, 5.513111], [-5.264796, 0.014477, 7.046715], [-4.091717, 1.279518, 7.287286], [-4.905152, 0.422868, 8.657856], [-0.544419, -1.402840, 5.237012], [-1.746768, -2.520493, 4.676215], [-0.368031, -3.109195, 5.719852], [-2.999453, 6.880433, -7.801382], [-1.751596, 7.236865, -7.329072], [-1.340391, 6.830021, -6.138195], [-2.098899, 6.466944, -5.189792], [-0.028054, 7.045020, -6.045635], [0.677857, 6.730245, -4.834054], [-3.765000, 6.925459, -7.026780], [-3.005635, 5.861363, -8.188121], [-3.460087, 7.567413, -8.511281], [0.365949, 7.395136, -4.028612], [1.719908, 7.039367, -4.915777], [0.424708, 5.687884, -4.640395], [-5.510981, 2.476893, -1.609416], [-5.561068, 1.161945, -1.222572], [-5.232879, 0.712534, 0.041368], [-4.716621, 1.417980, 0.894521], [-5.649679, -0.512356, 0.162548], [-5.814269, -1.161111, 1.441199], [-6.162821, 3.126937, -1.025755], [-5.785541, 2.638432, -2.651824], [-4.461333, 2.767460, -1.565833], [-6.498507, -2.006403, 1.367748], [-6.139148, -0.550001, 2.283277], [-4.864446, -1.605918, 1.737999], [-3.934256, -4.477408, -3.244603], [-5.235083, -5.106778, -3.025155], [-5.453145, -6.329513, -3.500296], [-4.653625, -7.120575, -4.129592], [-6.712979, -6.676805, -3.220950], [-7.397373, -7.760780, -3.865395], [-3.139968, -5.153484, -2.928179], [-3.771529, -3.488727, -2.815499], [-3.788052, -4.368028, -4.319204], [-6.693573, -8.550542, -4.128142], [-7.649234, -7.460116, -4.882387], [-8.255113, -8.240898, -3.394356], [9.079972, -3.979808, 6.280203], [8.630819, -3.907785, 4.910065], [7.324448, -3.626618, 4.593865], [6.373147, -3.454566, 5.411300], [7.213476, -3.560288, 3.236018], [6.093032, -3.020468, 2.574475], [8.268700, -3.775266, 6.978843], [9.980898, -3.371164, 6.357544], [9.365169, -5.012038, 6.483317], [5.218577, -3.266569, 3.176857], [5.896617, -3.571078, 1.654509], [5.878036, -1.963839, 2.415117], [-1.268676, -0.296730, -7.070681], [-1.810917, -0.975445, -8.266498], [-2.215625, -1.480711, -9.235303], [-0.182135, -0.377490, -7.102737], [-1.636316, -0.966903, -6.293638], [-1.577843, 0.745239, -6.988050]], "forces_ev_per_a": [[0.1, -0.1, 0.0], [-0.1, -1.2, 0.4], [-1.7, 0.7, 1.3], [-0.4, 1.0, -0.7], [1.5, -1.2, -2.3], [-0.1, 0.5, -0.2], [0.1, 0.2, 0.0], [0.0, 0.1, -0.1], [0.6, 0.6, 0.6], [0.0, 0.0, 0.3], [0.2, -0.7, 0.4], [-0.3, 0.1, 0.4], [-0.3, 1.8, 1.1], [-1.2, -2.0, 0.1], [2.3, 3.6, -2.0], [-1.4, -3.0, 1.3], [-0.1, -0.7, 0.0], [1.2, -0.2, -0.1], [0.7, -0.4, -0.2], [-0.2, 0.6, -0.5], [0.1, -0.5, 0.0], [-0.7, 0.3, -0.2], [-0.2, 0.3, 0.3], [-0.2, 0.1, 0.2], [-2.1, 1.4, -0.6], [1.1, 0.3, 1.9], [0.3, -0.1, -2.5], [-0.2, -0.1, 0.7], [1.1, -0.8, 1.6], [-1.1, 0.9, -1.0], [-0.2, 0.3, 0.2], [-0.2, -0.5, -0.7], [0.8, -1.0, 0.7], [-0.3, 0.1, 0.1], [0.7, -0.3, -0.7], [0.2, -0.3, 0.4], [-0.2, 0.3, 0.7], [0.9, 0.8, -1.2], [0.4, -3.8, 1.8], [0.2, 2.1, -1.0], [-0.6, 2.0, -0.5], [-1.2, -1.2, -0.3], [-0.2, 0.1, 0.3], [-0.6, -0.1, -0.1], [0.6, -0.5, -0.1], [0.5, 0.1, 0.1], [0.5, 0.2, 0.2], [-0.2, 0.0, 0.0], [-0.4, 0.4, -1.5], [0.3, -1.2, 1.2], [-1.0, 2.2, -1.7], [1.2, -2.3, 1.7], [-1.0, 0.3, 0.6], [-0.3, 1.6, -0.8], [0.2, -0.2, -0.3], [0.0, 0.0, 0.3], [1.0, -0.4, 0.3], [0.4, -0.2, -0.3], [0.1, -0.4, 0.0], [-0.5, 0.0, 0.5], [-2.7, -0.7, 0.5], [1.7, 0.4, -0.3], [-2.3, 0.0, 3.7], [2.6, 0.6, -3.1], [0.1, 0.2, -0.7], [-1.1, 0.5, 0.3], [0.3, -0.3, 0.5], [0.1, 0.1, -0.2], [1.1, 0.2, -0.4], [-0.7, -0.3, 0.1], [0.0, -0.8, -0.8], [0.7, 0.1, 0.5], [1.2, 1.9, 0.0], [-0.6, -3.4, 0.8], [0.0, 3.4, 0.3], [-0.5, -1.1, -1.0], [-0.9, -1.4, -0.1], [0.9, -0.4, 0.6], [0.2, 0.0, 0.3], [-0.3, -0.8, 0.0], [0.0, 0.7, 0.3], [-0.2, 0.4, -0.7], [0.0, 0.6, -0.5], [0.2, 0.2, 0.0], [0.4, -1.4, -1.2], [0.6, 0.8, 0.3], [2.1, -4.2, -2.8], [-2.7, 3.9, 2.6], [-0.7, 0.8, 0.9], [1.7, -0.9, -2.1], [-0.1, 0.0, 0.2], [-1.1, -0.3, 0.5], [-0.1, 0.0, -0.1], [0.3, -0.2, 0.6], [-0.6, 0.5, 0.2], [0.2, 1.0, 0.8], [-0.5, -0.8, -0.1], [-1.8, 0.4, -1.1], [-2.0, 0.7, 2.6], [3.5, -0.6, -3.0], [1.6, 0.5, 0.6], [-2.8, -1.2, 0.9], [0.2, 0.6, -0.1], [-0.4, 0.2, 0.1], [0.1, -0.1, -0.2], [-0.2, -0.3, 0.3], [0.7, 0.1, -0.1], [1.6, 0.4, 0.1], [-0.2, -1.2, -0.6], [-0.5, -0.1, -2.0], [0.7, 0.8, 1.9], [0.0, 0.1, 0.0], [0.1, 0.6, 0.7], [-0.2, -0.3, 0.1]], "mulliken_charge": [0.506, -1.151, 0.641, -1.202, 0.106, 0.371, 0.382, 0.354, 0.185, 0.351, 0.411, 0.376, -0.645, -0.309, 0.839, -0.599, -0.301, -0.654, 0.299, 0.304, 0.214, 0.284, 0.244, 0.323, -0.646, -0.309, 0.844, -0.641, -0.334, -0.510, 0.265, 0.283, 0.273, 0.212, 0.271, 0.195, -0.586, -0.337, 0.844, -0.659, -0.295, -0.624, 0.222, 0.241, 0.291, 0.240, 0.293, 0.283, -0.604, -0.326, 0.806, -0.625, -0.302, -0.510, 0.286, 0.261, 0.250, 0.188, 0.253, 0.258, -0.702, -0.286, 0.809, -0.604, -0.302, -0.583, 0.314, 0.288, 0.279, 0.277, 0.258, 0.254, -0.590, -0.315, 0.699, -0.596, -0.277, -0.642, 0.280, 0.257, 0.252, 0.275, 0.314, 0.258, -0.624, -0.257, 0.778, -0.603, -0.303, -0.713, 0.304, 0.219, 0.292, 0.327, 0.307, 0.276, -0.607, -0.296, 0.796, -0.596, -0.281, -0.738, 0.335, 0.227, 0.246, 0.318, 0.291, 0.304, -0.592, 0.239, -0.334, 0.248, 0.171, 0.268]}